# 1
Density functional theory data (ωB97M-V/def2-TZVPD) for a 10-piece molecular cluster, H20O10 overall.

Geometry as ORCA input:
```
! RIJCOSX wB97M-V def2-TZVPD def2/J DEFGRID3
* xyz 0 1
H 4.112 3.535 0.248
O -2.632 -0.457 2.881
O -3.128 2.713 -2.784
H -1.710 -0.205 2.843
H -5.655 -1.819 -1.110
O -5.631 -0.965 -0.678
H -0.951 3.282 2.294
H -1.893 3.583 1.148
H 0.578 -4.798 3.534
H 4.609 0.153 -2.870
H 3.713 -0.833 -3.589
O 2.254 -4.648 -1.977
H -3.276 2.801 -3.725
O 4.713 3.367 0.975
H -3.999 2.551 -2.419
H 0.721 0.192 -1.441
O 3.772 0.086 -3.329
H 1.707 0.107 2.038
H 2.190 -4.206 -1.131
H -6.455 -0.547 -0.928
H 5.580 3.556 0.618
O -0.120 0.028 -1.015
O 2.045 0.661 2.742
O -1.480 3.983 1.913
H 1.390 -4.535 -2.373
H -0.720 0.658 -1.416
H -0.146 -3.876 2.576
H -2.835 -0.761 1.996
H 2.841 1.049 2.379
O 0.405 -4.658 2.603
*
```

energy above the lowest of the compared OMol25 structures with the same formula, charge and spin = 3.573 eV
largest force on an atom = 0.35 eV/Å
LUMO level = 0.0 eV
orbital gap = 11.28 eV
SMILES = O.O.O.O.O.O.O.O.O.O
DFT total energy = -20799.0394 eV

Löwdin population analysis, charges in e, atoms 1 to 6: 0.029 -0.049 -0.053 0.021 0.028 -0.053



# 2
Density functional theory data (ωB97M-V/def2-TZVPD) for C30H25FeN3PS3Se2 as an isolated structure at a distorted geometry.

Geometry as ORCA input:
```
! RIJCOSX wB97M-V def2-TZVPD def2/J DEFGRID3
* xyz -1 5
C -2.401 2.100 1.503
H -3.346 5.195 -3.050
H 1.451 1.834 4.837
C 1.353 -3.791 -0.201
H 4.430 3.857 -3.590
S 2.074 -2.249 0.072
C -3.782 1.192 -0.220
C -0.603 0.607 2.447
H 2.334 3.590 -2.308
H 0.181 4.085 -0.918
H -3.916 3.216 0.482
C 2.318 -4.473 3.739
H -3.442 2.938 -4.058
H -1.482 -5.819 2.973
C -1.560 4.784 -1.945
N -2.052 -0.133 0.726
C 1.138 -2.486 3.147
C -0.616 2.593 -2.230
H 4.198 -0.230 -4.813
C 0.870 -1.046 3.180
H -3.149 -1.035 -1.958
H -0.416 2.533 3.379
Se 1.348 1.740 0.201
C -3.081 -0.007 -0.099
C -2.583 4.465 -2.821
C -1.014 -5.265 2.160
H 5.358 1.949 -4.855
N -0.127 -0.654 2.362
H -4.589 1.281 -0.934
C -3.437 -1.204 -0.919
Fe -0.163 -1.614 0.498
C 2.732 2.767 -2.887
H -1.690 1.276 -3.521
S -0.326 -3.714 -0.607
H 3.183 -4.975 4.147
H -2.117 2.910 2.154
H -1.724 -4.565 1.727
S 2.176 -5.216 -0.018
C 3.910 2.908 -3.597
Se -0.239 -0.622 -2.144
C -0.588 3.849 -1.639
C 2.066 1.548 -2.887
H -0.710 -5.968 1.387
C 1.470 -0.177 4.073
C 2.264 -3.090 3.696
C 2.599 0.473 -3.582
C 4.435 1.836 -4.299
C 3.781 0.617 -4.285
H -1.525 5.761 -1.484
H 3.095 -2.497 4.040
C -3.413 2.264 0.579
H -4.507 -1.400 -0.889
C 1.006 1.133 4.146
H 2.254 -0.520 4.728
H 2.082 -0.478 -3.560
C -0.048 1.522 3.339
N 0.146 -3.202 2.592
C 1.243 -5.199 3.265
C -2.632 3.203 -3.391
C 0.175 -4.522 2.676
P 0.630 1.311 -1.768
C -1.716 0.883 1.548
C -1.652 2.273 -3.098
H -2.884 -2.070 -0.553
H 1.230 -6.275 3.323
*
```

energy above the lowest of the compared OMol25 structures with the same formula, charge and spin = 0.198 eV
largest force on an atom = 1.67 eV/Å
LUMO level (alpha / beta) = 1.9 / 1.9 eV
orbital gap (alpha / beta) = 5.41 / 5.65 eV
expectation value of S² = 6.018
DFT total energy = -242866.2837 eV

Löwdin population analysis, charges in e, atoms 1 to 6: -0.012 0.093 0.107 -1.787 0.095 0.432



# 3
Density functional theory data (ωB97M-V/def2-TZVPD) for HIP2S as an isolated structure at a distorted geometry.

Geometry as ORCA input:
```
! RIJCOSX wB97M-V def2-TZVPD def2/J DEFGRID3
* xyz 0 1
H 0.102 0.329 0.096
P -0.786 -1.931 0.567
I -3.020 -0.536 0.162
P 0.058 -0.545 -0.971
S -1.066 -3.776 -0.117
*
```

energy above the lowest of the compared OMol25 structures with the same formula, charge and spin = 1.971 eV
largest force on an atom = 1.73 eV/Å
LUMO level (alpha / beta) = -3.1 / -2.1 eV
orbital gap (alpha / beta) = 5.51 / 7.00 eV
DFT total energy = -37528.2396 eV

From a Löwdin analysis of the wavefunction, the atomic charges in e read: -0.262 -0.279 0.139 0.367 0.035



# 4
Density functional theory data (ωB97M-V/def2-TZVPD) for a 2-piece molecular cluster, C5H12NO overall at a distorted geometry.

Geometry as ORCA input:
```
! RIJCOSX wB97M-V def2-TZVPD def2/J DEFGRID3
* xyz -1 1
H -2.242 0.232 1.842
H 2.695 -0.454 0.538
H 1.604 0.315 -1.809
H 0.307 -0.039 1.455
H -3.041 -0.327 -0.782
C -1.843 0.088 0.836
C -0.460 -0.600 0.905
H -0.448 -1.600 1.361
H 0.465 -1.619 -0.925
H 1.973 1.076 1.103
C 1.186 0.409 -0.781
C 2.404 0.583 0.204
H 0.729 1.427 -0.971
H -1.496 -0.099 -1.601
O 3.447 1.279 -0.249
H -0.827 -0.404 -1.126
H -1.781 1.094 0.379
N -2.846 -0.706 0.149
C 0.172 -0.656 -0.525
*
```

energy above the lowest of the compared OMol25 structures with the same formula, charge and spin = 6.309 eV
largest force on an atom = 3.28 eV/Å
LUMO level = 2.0 eV
orbital gap = 4.84 eV
DFT total energy = -8910.7547 eV

Löwdin population analysis, charges in e, atoms 1 to 6: 0.086 0.087 0.102 0.089 -0.087 -0.415



# 5
Density functional theory data (ωB97M-V/def2-TZVPD) for one molecule with the formula C5H9F at a distorted geometry.

Geometry as ORCA input:
```
! RIJCOSX wB97M-V def2-TZVPD def2/J DEFGRID3
* xyz 0 1
H 2.467 -0.388 1.139
H 1.628 -1.388 -0.089
C 1.969 -0.498 0.166
H -1.270 2.091 0.091
H -0.852 0.257 -1.877
H 2.858 -0.295 -0.509
H -0.292 -1.367 -1.470
H -2.471 0.921 0.604
C -0.633 -0.017 0.254
C 0.871 0.396 0.096
C -0.700 -0.468 -1.159
H -1.208 1.553 1.645
C -1.473 1.202 0.630
H -0.738 -0.784 0.990
F 1.241 1.469 -0.534
*
```

energy above the lowest of the compared OMol25 structures with the same formula, charge and spin = 3.558 eV
largest force on an atom = 5.01 eV/Å
LUMO level (alpha / beta) = 1.0 / 0.9 eV
orbital gap (alpha / beta) = 8.39 / 8.01 eV
DFT total energy = -8044.4850 eV

Löwdin population analysis, charges in e, atoms 1 to 6: 0.099 0.029 -0.051 0.065 0.038 0.120



# 6
Density functional theory data (ωB97M-V/def2-TZVPD) for C27H33F6O6Rh as an isolated structure at a distorted geometry.

Geometry as ORCA input:
```
! RIJCOSX wB97M-V def2-TZVPD def2/J DEFGRID3
* xyz -2 5
C 0.104 -0.782 -3.957
C 0.161 3.147 3.833
H -3.346 1.095 -1.070
C -0.054 0.652 -3.393
H 2.002 -0.330 4.892
O -0.817 1.113 2.999
C 0.344 -0.809 -0.637
F -3.408 2.001 3.499
H -3.083 2.770 -1.623
H -0.276 4.061 4.284
H -2.833 -0.824 2.453
C -0.978 2.081 3.868
C -2.359 2.836 3.527
H 0.229 3.015 -1.874
Rh 0.587 -0.609 2.455
H 0.897 0.966 -2.931
F -0.073 0.682 5.633
H -1.649 -0.834 4.852
C -0.795 -0.927 -1.680
H 0.850 -1.807 -0.522
H -1.262 -2.333 -3.237
H -1.600 -2.649 0.923
C 0.305 -3.154 -5.718
H 0.618 1.893 -0.540
C 1.583 -0.923 -4.311
O -0.252 -0.294 0.466
C -0.377 -1.789 -2.861
H 2.142 1.792 3.211
H 0.406 -3.419 -4.654
H -0.330 1.337 -4.203
C 2.347 0.282 1.610
H -2.108 0.347 -2.837
H 0.383 -2.532 4.835
C -2.679 1.967 -0.978
F -2.257 0.996 5.660
F -2.247 3.418 2.290
O 2.412 -1.498 -3.606
H 0.449 -3.687 2.328
C -1.141 0.499 -2.328
C 2.305 -1.548 3.019
H -0.092 -4.005 -6.281
H 3.381 0.199 -6.716
H 1.275 -2.862 -6.143
C -1.271 -2.322 1.896
C -0.207 -2.274 3.968
C 2.123 0.760 2.929
C -1.077 1.601 5.384
H 3.694 -1.353 -5.863
C -0.769 -0.953 -5.231
H 0.459 3.294 2.785
H 1.171 -0.173 -1.055
C 2.066 -0.369 3.816
H 3.881 0.205 -4.989
O -0.643 -2.083 -5.959
C -1.971 -1.387 2.722
H 0.429 -2.495 -2.616
F -2.604 3.836 4.450
O 1.918 -0.337 -5.462
C 3.312 -0.327 -5.765
F -0.902 2.654 6.223
H 2.446 -2.554 3.391
O -1.526 -0.091 -5.558
H -1.704 -1.310 -1.183
H 2.663 -1.789 0.820
C -0.189 -2.887 2.654
C -0.197 2.472 -1.010
C 2.437 -1.141 1.653
H 2.499 0.912 0.741
H -2.693 2.333 0.061
C -1.302 -1.338 3.993
H -0.534 3.220 -0.279
C -1.321 1.635 -1.408
H 1.046 2.730 4.357
*
```

largest force on an atom = 6.17 eV/Å
LUMO level (alpha / beta) = 3.9 / 3.9 eV
orbital gap (alpha / beta) = 2.57 / 3.52 eV
expectation value of S² = 6.025
DFT total energy = -60125.5293 eV

Löwdin population analysis, charges in e, atoms 1 to 6: -0.237 -0.022 0.081 -0.068 0.081 -0.183